Computed, not measured: a 2-piece molecular cluster, CHNOS overall in a non-equilibrium geometry, with the ωB97M-V functional and the def2-TZVPD basis.

Calculated values
**LUMO energy (alpha / beta)**: -1.657 / -1.630 eV
**Energy relative to the best compared isomer or geometry (same formula, charge and spin)**: 24.66 kcal/mol
**Total charge**: 0
**SMILES**: C#N.O=S
**HOMO-LUMO gap (alpha / beta)**: 7.77 / 7.82 eV
**HOMO energy (alpha / beta)**: -9.42 / -9.45 eV
**Maximum force**: 2.336 eV Å⁻¹
**Spin multiplicity**: 1

Positions of all 5 atoms, in Å:
S (-1.97, 1.20, 0.98)
O (-1.69, 0.40, -0.23)
N (1.75, 0.40, -0.05)
C (1.20, -0.57, -0.19)
H (0.71, -1.43, -0.51)



Computed, not measured: one molecule with the formula CHNOS in a non-equilibrium geometry, with the ωB97M-V functional and the def2-TZVPD basis.

Calculated values
**LUMO energy (alpha / beta)**: -1.518 / -1.519 eV
**Energy relative to the best compared isomer or geometry (same formula, charge and spin)**: 54.47 kcal/mol
**Total charge**: 0
**SMILES**: O=NC=S
**HOMO-LUMO gap (alpha / beta)**: 7.63 / 7.63 eV
**HOMO energy (alpha / beta)**: -9.15 / -9.15 eV
**Maximum force**: 4.064 eV Å⁻¹
**Spin multiplicity**: 1

Positions of all 5 atoms, in Å:
S (-1.94, 0.11, 0.22)
O (1.67, -0.80, 0.40)
N (0.61, -1.02, -0.19)
C (-0.40, 0.31, -0.15)
H (0.06, 1.40, -0.29)



Computed, not measured: CHO2Rh as an isolated structure in a non-equilibrium geometry, with the ωB97M-V functional and the def2-TZVPD basis.

Calculated values
**LUMO energy (alpha / beta)**: -18.341 / -24.005 eV
**Total charge**: +3
**HOMO-LUMO gap (alpha / beta)**: 12.18 / 7.46 eV
**HOMO energy (alpha / beta)**: -30.52 / -31.46 eV
**Maximum force**: 4.031 eV Å⁻¹
**Spin multiplicity**: 6

Positions of all 5 atoms, in Å:
Rh (2.35, 0.53, 0.03)
O (0.52, 0.08, 0.02)
O (-1.52, -0.20, -0.03)
C (-0.61, 0.66, 0.03)
H (-0.73, -1.08, -0.06)



Q: What is the spin multiplicity in the second record?
A: 1



Copy entry 1 word for word.
Computed, not measured: a 2-piece molecular cluster, CHNOS overall in a non-equilibrium geometry, with the ωB97M-V functional and the def2-TZVPD basis.

Calculated values
**LUMO energy (alpha / beta)**: -1.657 / -1.630 eV
**Energy relative to the best compared isomer or geometry (same formula, charge and spin)**: 24.66 kcal/mol
**Total charge**: 0
**SMILES**: C#N.O=S
**HOMO-LUMO gap (alpha / beta)**: 7.77 / 7.82 eV
**HOMO energy (alpha / beta)**: -9.42 / -9.45 eV
**Maximum force**: 2.336 eV Å⁻¹
**Spin multiplicity**: 1

Positions of all 5 atoms, in Å:
S (-1.97, 1.20, 0.98)
O (-1.69, 0.40, -0.23)
N (1.75, 0.40, -0.05)
C (1.20, -0.57, -0.19)
H (0.71, -1.43, -0.51)